Entry A
The following is a DFT calculation (ωB97M-V with the def2-TZVPD basis set) of 11 unconnected molecules or ions with the total composition C62H157N11O20.

Results
frontier orbital gap = 8.6 eV
net charge = 0
E_HOMO = -8.45 eV
spin multiplicity = 1
SMILES = COC[C@H](C)N.COC[C@H](C)N.COCCNCCOC.COCCNCCOC.COCCNCCOC.COCCNCCOC.COCCNCCOC.COCCNCCOC.COCCNCCOC.COCCNCCOC.COCCNCCOC
lowest unoccupied orbital energy = 0.18 eV

Each line ends with the Löwdin charge.
Element x y z (Å)
C -5.90 0.85 -8.66  -0.1036
O -5.31 0.90 -9.96  -0.2017
C -6.21 1.12 -11.05  -0.1845
C -5.47 1.06 -12.41  -0.4445
C -4.52 2.16 -12.75  -0.0871
N -6.48 0.98 -13.47  0.0267
H -5.00 0.74 -8.06  0.0846
H -6.57 0.00 -8.54  0.0856
H -6.27 1.82 -8.31  0.0841
H -6.86 0.25 -11.04  0.1190
H -6.72 2.08 -11.05  0.1277
H -4.78 0.21 -12.37  0.1286
H -3.76 2.27 -11.97  0.0767
H -4.91 3.17 -12.72  0.0806
H -3.86 2.08 -13.61  0.0783
H -7.13 0.23 -13.65  0.0683
H -5.97 1.05 -14.34  0.0613
C 5.83 -3.86 8.33  -0.0779
O 4.68 -4.02 9.21  -0.2139
C 3.60 -4.75 8.67  -0.1938
C 2.72 -5.27 9.91  -0.4019
C 1.50 -6.11 9.53  -0.0827
N 2.26 -4.17 10.79  0.0277
H 6.39 -4.79 8.19  0.0862
H 6.46 -3.12 8.83  0.0812
H 5.57 -3.36 7.41  0.0810
H 3.06 -4.13 7.96  0.1205
H 3.90 -5.67 8.17  0.1155
H 3.35 -5.86 10.57  0.1265
H 1.67 -7.16 9.30  0.0740
H 0.85 -5.59 8.82  0.0751
H 0.81 -6.23 10.37  0.0715
H 2.94 -3.44 10.65  0.0530
H 1.38 -3.83 10.46  0.0581
C 8.80 2.29 6.29  -0.0994
O 10.19 2.54 6.57  -0.2072
C 10.49 2.73 7.98  -0.2009
C 11.19 1.51 8.66  -0.1756
N 12.64 1.46 8.32  -0.0925
C 13.28 0.53 9.25  -0.1979
C 14.70 0.07 8.65  -0.1083
O 14.79 -0.48 7.22  -0.1937
C 15.98 -0.95 6.96  -0.2238
H 8.49 1.66 7.13  0.0728
H 8.67 1.60 5.46  0.0830
H 8.14 3.15 6.27  0.0838
H 9.57 2.89 8.55  0.0997
H 10.89 3.74 8.04  0.1190
H 10.86 0.59 8.18  0.1162
H 11.06 1.44 9.74  0.1141
H 12.68 1.19 7.35  0.1033
H 12.53 -0.25 9.37  0.1008
H 13.54 1.00 10.20  0.1139
H 15.08 -0.57 9.44  0.1027
H 15.38 0.92 8.74  0.1082
H 16.34 -1.66 7.70  0.0924
H 16.43 0.04 6.86  0.0965
H 16.00 -1.42 5.98  0.0930
C -11.28 13.26 -11.07  -0.1468
O -10.96 12.10 -10.36  -0.1655
C -11.94 11.91 -9.36  -0.2205
C -11.80 10.62 -8.44  -0.1914
N -10.50 10.45 -7.81  -0.0481
C -10.55 9.54 -6.70  -0.2676
C -9.25 9.33 -6.14  -0.2089
O -8.21 8.88 -7.12  -0.1691
C -6.97 8.57 -6.56  -0.1526
H -11.84 13.04 -11.97  0.0798
H -10.39 13.64 -11.57  0.0861
H -11.85 14.05 -10.57  0.0889
H -12.95 11.95 -9.76  0.1163
H -11.82 12.70 -8.62  0.1129
H -12.05 9.76 -9.06  0.1071
H -12.63 10.70 -7.74  0.1137
H -9.76 10.27 -8.48  0.1167
H -10.97 8.57 -6.98  0.1264
H -11.12 9.99 -5.88  0.1336
H -9.36 8.54 -5.40  0.1213
H -8.93 10.16 -5.51  0.1258
H -6.60 9.33 -5.87  0.0817
H -6.06 8.48 -7.16  0.0792
H -6.91 7.59 -6.09  0.0807
C -1.80 3.41 4.27  -0.1006
O -2.80 2.44 4.65  -0.1952
C -2.44 1.36 5.53  -0.2268
C -3.70 0.66 5.99  -0.1955
N -4.33 -0.19 4.95  -0.0438
C -5.21 -1.16 5.55  -0.2426
C -5.24 -2.40 4.63  -0.2047
O -6.15 -3.43 5.06  -0.1797
C -7.52 -3.26 4.70  -0.1208
H -2.17 3.65 3.27  0.0843
H -0.73 3.22 4.28  0.0806
H -1.85 4.31 4.88  0.0741
H -1.81 1.60 6.39  0.1173
H -1.77 0.74 4.93  0.1145
H -4.27 1.48 6.44  0.1225
H -3.38 0.07 6.85  0.1048
H -3.67 -0.52 4.26  0.1033
H -6.25 -0.88 5.73  0.1137
H -4.87 -1.51 6.53  0.1089
H -4.24 -2.83 4.73  0.1220
H -5.42 -1.95 3.66  0.1182
H -8.16 -2.67 5.35  0.0831
H -7.93 -4.27 4.75  0.0797
H -7.70 -3.13 3.63  0.0820
C -3.88 1.70 -1.63  -0.1057
O -3.13 0.76 -2.42  -0.2337
C -1.79 0.43 -2.02  -0.1686
C -1.86 -0.18 -0.54  -0.2120
N -0.67 -0.89 -0.26  -0.1055
C -0.71 -1.92 0.78  -0.1773
C 0.79 -2.30 0.91  -0.1691
O 1.31 -1.41 1.96  -0.2275
C 2.65 -1.04 1.90  -0.1275
H -4.73 2.10 -2.19  0.0831
H -3.16 2.45 -1.32  0.0825
H -4.31 1.31 -0.71  0.0737
H -1.13 1.28 -2.16  0.1114
H -1.61 -0.33 -2.79  0.1193
H -2.75 -0.80 -0.59  0.1269
H -1.88 0.59 0.23  0.1159
H 0.08 -0.22 -0.15  0.1147
H -1.33 -2.78 0.50  0.1120
H -1.18 -1.64 1.73  0.1084
H 1.36 -2.06 0.02  0.1095
H 0.94 -3.36 1.12  0.1112
H 2.76 -0.45 1.00  0.0794
H 3.31 -1.91 2.00  0.0897
H 2.71 -0.34 2.73  0.0909
C 4.61 2.61 -1.49  -0.1325
O 4.44 3.38 -0.29  -0.1666
C 5.47 4.42 -0.28  -0.2283
C 5.76 4.95 1.07  -0.1931
N 6.06 6.42 1.12  -0.0591
C 7.06 6.80 2.01  -0.2317
C 8.57 6.42 1.54  -0.2093
O 8.88 7.06 0.34  -0.1950
C 9.19 8.50 0.50  -0.0650
H 3.87 1.81 -1.46  0.0723
H 5.43 1.89 -1.53  0.0855
H 4.39 3.13 -2.42  0.0904
H 5.11 5.26 -0.87  0.1250
H 6.40 4.08 -0.72  0.1223
H 6.57 4.38 1.53  0.1102
H 4.85 4.76 1.64  0.1194
H 6.54 6.60 0.24  0.0883
H 6.75 6.56 3.03  0.1149
H 7.06 7.88 2.16  0.0957
H 8.73 5.34 1.47  0.1076
H 9.35 6.65 2.26  0.1081
H 10.05 8.71 1.15  0.0843
H 8.36 9.12 0.82  0.0747
H 9.42 8.97 -0.46  0.0810
C 6.24 -8.74 2.48  -0.0946
O 5.14 -9.63 2.18  -0.2044
C 4.29 -9.35 1.02  -0.1867
C 4.74 -10.31 -0.12  -0.2251
N 3.79 -10.53 -1.18  -0.0553
C 3.51 -9.30 -1.77  -0.2765
C 2.48 -9.55 -2.90  -0.1959
O 3.29 -10.03 -4.00  -0.2014
C 2.58 -10.46 -5.16  -0.0942
H 6.05 -7.82 3.02  0.0809
H 6.71 -8.46 1.54  0.0697
H 7.05 -9.35 2.89  0.0852
H 4.21 -8.33 0.66  0.1037
H 3.27 -9.60 1.32  0.1205
H 5.00 -11.21 0.43  0.1177
H 5.71 -10.00 -0.49  0.1155
H 4.33 -10.98 -1.91  0.1169
H 4.34 -8.69 -2.12  0.1288
H 3.10 -8.59 -1.06  0.1062
H 2.03 -8.56 -2.95  0.1091
H 1.66 -10.19 -2.58  0.1232
H 3.19 -10.07 -5.97  0.0822
H 1.62 -9.95 -5.21  0.0868
H 2.60 -11.55 -5.17  0.0873
C -11.03 2.67 1.30  -0.0847
O -10.00 3.50 0.76  -0.2191
C -9.01 3.75 1.69  -0.2604
C -8.59 5.17 1.39  -0.2497
N -9.68 6.10 1.27  -0.0297
C -9.44 7.35 0.52  -0.1800
C -8.16 8.15 0.97  -0.2171
O -7.13 7.61 0.19  -0.2048
C -5.80 8.07 0.40  -0.1061
H -11.63 3.42 1.80  0.0980
H -10.72 1.70 1.70  0.0929
H -11.69 2.36 0.49  0.0790
H -8.26 3.01 1.43  0.1339
H -9.35 3.82 2.72  0.1260
H -8.05 4.99 0.46  0.1144
H -7.77 5.40 2.07  0.1210
H -10.26 5.51 0.70  0.0910
H -10.26 7.98 0.84  0.1004
H -9.50 7.46 -0.57  0.1153
H -8.04 8.17 2.06  0.1246
H -8.41 9.14 0.60  0.1099
H -5.65 9.09 0.03  0.0787
H -5.12 7.46 -0.20  0.0838
H -5.42 8.07 1.42  0.0825
C 9.96 -2.85 -0.16  -0.1166
O 9.48 -3.99 0.52  -0.2008
C 9.04 -5.07 -0.27  -0.2039
C 10.32 -5.76 -0.93  -0.1972
N 11.04 -6.44 0.14  -0.0468
C 12.23 -7.15 -0.27  -0.2125
C 13.52 -6.32 -0.40  -0.2313
O 13.68 -5.41 0.64  -0.2160
C 14.64 -4.39 0.49  -0.0874
H 9.92 -2.18 0.69  0.0926
H 9.36 -2.42 -0.97  0.0875
H 10.98 -2.93 -0.52  0.0761
H 8.43 -4.67 -1.08  0.1083
H 8.47 -5.80 0.30  0.1163
H 10.84 -5.02 -1.54  0.1040
H 9.75 -6.46 -1.55  0.1095
H 11.38 -5.70 0.73  0.0937
H 12.03 -7.82 -1.11  0.1177
H 12.45 -7.95 0.44  0.1045
H 13.46 -5.77 -1.34  0.1167
H 14.31 -7.06 -0.27  0.1212
H 15.63 -4.84 0.56  0.0933
H 14.53 -3.66 1.29  0.0847
H 14.29 -3.79 -0.35  0.0869
C -10.84 -8.45 -4.62  -0.1093
O -10.38 -7.98 -3.39  -0.1863
C -10.53 -6.63 -3.11  -0.2598
C -9.31 -5.84 -3.54  -0.1895
N -9.76 -4.44 -3.68  -0.0706
C -8.87 -3.47 -4.21  -0.2139
C -7.48 -3.50 -3.53  -0.1455
O -7.51 -3.51 -2.05  -0.1914
C -8.37 -2.60 -1.47  -0.1615
H -10.87 -9.53 -4.52  0.0880
H -10.17 -8.25 -5.46  0.0818
H -11.84 -8.08 -4.81  0.0871
H -10.66 -6.52 -2.04  0.1246
H -11.48 -6.27 -3.52  0.1187
H -8.90 -6.26 -4.46  0.1221
H -8.58 -6.07 -2.76  0.1192
H -9.98 -4.24 -2.71  0.0774
H -9.40 -2.53 -4.04  0.1133
H -8.80 -3.62 -5.29  0.1185
H -6.87 -2.63 -3.81  0.1097
H -6.82 -4.34 -3.75  0.1147
H -9.39 -2.98 -1.49  0.0749
H -8.26 -1.56 -1.79  0.0944
H -8.19 -2.47 -0.40  0.0832


Entry B
The following is a DFT calculation (ωB97M-V with the def2-TZVPD basis set) of 11 unconnected molecules or ions with the total composition C62H157N11O20.

Results
frontier orbital gap = 8.7 eV
net charge = 0
E_HOMO = -8.15 eV
spin multiplicity = 1
SMILES = COC[C@H](C)N.COC[C@H](C)N.COCCNCCOC.COCCNCCOC.COCCNCCOC.COCCNCCOC.COCCNCCOC.COCCNCCOC.COCCNCCOC.COCCNCCOC.COCCNCCOC
lowest unoccupied orbital energy = 0.57 eV

Each line ends with the Löwdin charge.
Element x y z (Å)
C 1.41 0.78 1.83  -0.0724
O 0.68 0.73 0.62  -0.2066
C 0.48 -0.62 0.11  -0.2010
C -0.12 -0.54 -1.19  -0.3806
C -1.46 0.23 -1.36  -0.0064
N -0.22 -2.02 -1.54  0.0887
H 2.33 0.25 1.64  0.0638
H 0.93 0.24 2.62  0.0691
H 1.53 1.81 2.16  0.0711
H 1.51 -1.00 0.02  0.1171
H -0.13 -1.20 0.75  0.0882
H 0.64 -0.19 -1.88  0.1151
H -1.97 -0.08 -2.30  0.0797
H -1.24 1.28 -1.40  0.0425
H -2.12 -0.02 -0.53  0.0661
H -1.10 -2.42 -1.18  0.0569
H -0.29 -2.10 -2.51  0.0030
C 2.39 2.26 -1.92  -0.0854
O 1.79 3.29 -2.74  -0.1937
C 2.67 3.47 -3.88  -0.2158
C 1.96 4.19 -4.93  -0.4836
C 0.53 3.65 -5.22  -0.0232
N 2.75 4.36 -6.10  0.0424
H 1.77 1.96 -1.07  0.0694
H 3.40 2.62 -1.52  0.1043
H 2.58 1.37 -2.50  0.0580
H 3.58 4.00 -3.57  0.1316
H 2.78 2.43 -4.32  0.1407
H 1.81 5.21 -4.63  0.1361
H -0.01 3.60 -4.26  0.0819
H 0.62 2.58 -5.56  0.0612
H -0.02 4.20 -5.95  0.0622
H 3.42 5.09 -6.03  0.0630
H 3.22 3.56 -6.50  0.0758
C -4.06 -3.12 -5.03  -0.0848
O -2.85 -2.40 -4.94  -0.1921
C -1.75 -3.22 -4.97  -0.2560
C -0.43 -2.55 -5.37  -0.1457
N -0.38 -1.32 -4.54  -0.0450
C 0.65 -0.34 -4.90  -0.2057
C 0.77 -0.02 -6.35  -0.2150
O -0.48 0.57 -6.74  -0.2139
C -0.65 1.37 -7.88  -0.0955
H -4.18 -3.75 -4.17  0.0642
H -3.99 -3.71 -5.94  0.0989
H -4.84 -2.36 -5.05  0.0883
H -1.83 -4.08 -5.63  0.1200
H -1.69 -3.68 -3.97  0.1229
H -0.52 -2.25 -6.39  0.1061
H 0.35 -3.24 -5.06  0.1007
H -1.29 -0.90 -4.51  0.0853
H 1.58 -0.81 -4.61  0.1035
H 0.49 0.51 -4.20  0.1218
H 0.99 -0.93 -6.86  0.0992
H 1.61 0.72 -6.49  0.1331
H -0.13 0.92 -8.78  0.1024
H -0.17 2.35 -7.75  0.0758
H -1.69 1.43 -8.02  0.0565
C 3.52 -3.36 1.74  -0.0747
O 3.58 -2.31 2.73  -0.2345
C 4.63 -2.47 3.73  -0.1785
C 3.97 -3.16 4.92  -0.1933
N 2.94 -2.22 5.43  -0.0512
C 1.88 -2.67 6.28  -0.2131
C 1.03 -1.47 6.62  -0.2237
O 0.61 -0.93 5.41  -0.2072
C -0.04 0.30 5.57  -0.1223
H 3.91 -4.30 2.15  0.0861
H 4.09 -3.16 0.81  0.0588
H 2.43 -3.52 1.54  0.0892
H 4.99 -1.49 4.05  0.1097
H 5.43 -3.05 3.31  0.1078
H 4.81 -3.50 5.60  0.1294
H 3.50 -4.09 4.60  0.0990
H 2.60 -1.85 4.54  0.0945
H 2.30 -3.05 7.21  0.1193
H 1.31 -3.50 5.85  0.1092
H 1.57 -0.75 7.19  0.1139
H 0.13 -1.76 7.19  0.1291
H -0.53 0.55 4.64  0.0484
H 0.65 1.15 5.79  0.1008
H -0.81 0.30 6.35  0.0855
C 4.32 1.20 3.55  -0.1259
O 5.69 1.13 3.27  -0.1883
C 6.02 1.32 1.87  -0.1937
C 7.52 1.44 1.77  -0.1932
N 8.26 0.20 2.02  -0.0351
C 7.74 -0.92 1.23  -0.2275
C 8.56 -2.15 1.41  -0.2336
O 7.97 -3.17 0.57  -0.1971
C 8.71 -4.37 0.80  -0.1231
H 4.11 1.13 4.65  0.1121
H 3.83 0.34 3.12  0.0451
H 3.84 2.08 3.15  0.0669
H 5.66 2.28 1.56  0.1152
H 5.55 0.54 1.31  0.0970
H 7.82 2.20 2.46  0.1106
H 7.80 1.84 0.78  0.1223
H 8.22 0.06 3.01  0.1021
H 7.77 -0.63 0.16  0.1381
H 6.70 -1.29 1.40  0.1071
H 8.63 -2.50 2.43  0.1161
H 9.59 -2.03 1.09  0.1215
H 9.75 -4.16 0.54  0.0798
H 8.43 -5.22 0.18  0.0797
H 8.71 -4.68 1.88  0.0985
C 1.67 4.59 2.71  -0.0922
O 0.74 5.54 3.21  -0.1857
C 1.28 6.71 3.78  -0.2406
C 0.16 7.63 4.24  -0.2114
N -0.48 7.11 5.44  -0.0562
C -1.92 7.38 5.57  -0.1996
C -2.38 7.05 6.97  -0.2354
O -3.70 7.51 7.15  -0.1787
C -4.12 7.29 8.45  -0.1326
H 2.12 4.05 3.56  0.0831
H 2.50 5.07 2.17  0.0956
H 1.17 3.89 2.05  0.0595
H 1.92 7.26 3.07  0.1207
H 1.97 6.56 4.64  0.1295
H -0.58 7.69 3.45  0.1149
H 0.47 8.65 4.43  0.1148
H -0.35 6.11 5.56  0.0758
H -2.52 6.75 4.86  0.1254
H -2.15 8.39 5.30  0.1133
H -1.69 7.54 7.61  0.1140
H -2.28 5.93 7.04  0.1075
H -4.30 6.21 8.56  0.0849
H -5.05 7.83 8.52  0.0866
H -3.38 7.66 9.17  0.0946
C 6.00 1.46 -2.54  -0.1146
O 5.30 0.62 -1.66  -0.2082
C 5.06 -0.63 -2.22  -0.2488
C 4.62 -1.61 -1.17  -0.2539
N 4.51 -2.89 -1.76  -0.0416
C 3.07 -3.30 -2.02  -0.1874
C 2.79 -3.96 -3.32  -0.2370
O 2.90 -3.09 -4.45  -0.2143
C 3.05 -3.84 -5.65  -0.1307
H 6.92 0.97 -2.75  0.0737
H 6.15 2.42 -2.02  0.0960
H 5.50 1.69 -3.49  0.0841
H 5.98 -1.03 -2.60  0.1127
H 4.36 -0.54 -3.08  0.1347
H 3.66 -1.20 -0.75  0.1169
H 5.45 -1.71 -0.42  0.1174
H 4.91 -3.61 -1.13  0.1085
H 2.39 -2.42 -1.81  0.1048
H 2.63 -4.06 -1.28  0.1294
H 1.71 -4.23 -3.22  0.1274
H 3.49 -4.79 -3.44  0.1235
H 3.94 -4.49 -5.63  0.0798
H 3.13 -3.21 -6.58  0.1019
H 2.18 -4.51 -5.80  0.0804
C -1.22 -5.18 -0.33  -0.0912
O -2.06 -4.20 -0.96  -0.2510
C -3.45 -4.59 -0.98  -0.1751
C -4.16 -3.30 -1.42  -0.1946
N -5.62 -3.53 -1.53  -0.0235
C -6.23 -2.25 -1.93  -0.2193
C -7.61 -2.46 -2.46  -0.2279
O -7.57 -3.29 -3.61  -0.1927
C -8.79 -3.82 -4.00  -0.1133
H -1.19 -6.13 -0.89  0.0905
H -1.58 -5.49 0.67  0.0551
H -0.20 -4.82 -0.21  0.0746
H -3.76 -4.94 0.04  0.1367
H -3.53 -5.38 -1.71  0.1164
H -3.68 -3.03 -2.38  0.0994
H -4.00 -2.55 -0.67  0.0944
H -5.75 -4.07 -2.37  0.0848
H -5.72 -1.72 -2.74  0.1035
H -6.25 -1.59 -1.05  0.1225
H -7.91 -1.46 -2.80  0.1241
H -8.35 -2.86 -1.76  0.1259
H -9.40 -4.12 -3.17  0.0769
H -8.57 -4.69 -4.58  0.0875
H -9.37 -3.12 -4.55  0.0813
C 0.06 4.18 7.61  -0.0917
O -0.85 4.28 6.53  -0.2550
C -1.98 3.42 6.72  -0.2132
C -2.75 3.41 5.41  -0.1967
N -2.04 2.92 4.21  -0.0515
C -2.92 2.97 3.08  -0.2310
C -2.24 2.72 1.75  -0.2319
O -1.51 3.83 1.29  -0.1791
C -1.11 3.78 -0.05  -0.1069
H 0.50 3.13 7.59  0.0955
H -0.44 4.31 8.59  0.0951
H 0.83 4.93 7.50  0.0815
H -2.73 3.84 7.46  0.1317
H -1.62 2.46 7.10  0.1095
H -3.05 4.42 5.17  0.1021
H -3.68 2.81 5.52  0.1282
H -1.26 3.58 4.06  0.1181
H -3.48 3.94 3.03  0.1324
H -3.56 2.06 3.22  0.1282
H -3.08 2.58 1.06  0.0918
H -1.63 1.80 1.85  0.1235
H -0.43 2.92 -0.33  0.0731
H -0.45 4.59 -0.35  0.0892
H -2.02 3.68 -0.66  0.0917
C -4.82 1.41 -9.49  -0.0682
O -4.39 1.74 -8.13  -0.2101
C -4.89 0.85 -7.14  -0.2582
C -4.27 1.13 -5.82  -0.2226
N -4.72 2.48 -5.40  -0.0467
C -4.31 2.91 -4.03  -0.1848
C -5.22 2.22 -3.01  -0.1857
O -5.14 2.91 -1.71  -0.1986
C -5.18 1.96 -0.68  -0.1645
H -4.44 2.13 -10.22  0.0840
H -5.91 1.41 -9.51  0.0805
H -4.50 0.37 -9.68  0.0862
H -4.46 -0.18 -7.32  0.1345
H -5.97 0.84 -6.99  0.1295
H -3.17 1.08 -5.86  0.1236
H -4.64 0.40 -5.10  0.1083
H -4.11 3.05 -5.96  0.0881
H -4.45 3.99 -3.95  0.1213
H -3.27 2.75 -3.83  0.1007
H -4.81 1.23 -2.82  0.0885
H -6.26 2.21 -3.41  0.1365
H -5.20 2.61 0.20  0.0819
H -4.29 1.23 -0.71  0.0909
H -6.13 1.30 -0.65  0.1017
C -3.38 -1.13 2.04  -0.1232
O -2.34 -2.06 1.95  -0.1881
C -1.45 -1.92 3.10  -0.2093
C -0.45 -2.98 2.88  -0.2071
N -1.03 -4.30 3.25  -0.0029
C -0.04 -5.44 3.09  -0.2170
C -0.76 -6.74 3.33  -0.1992
O -1.80 -6.78 2.28  -0.2661
C -2.58 -7.94 2.32  -0.1240
H -3.99 -1.28 1.16  0.0718
H -3.12 -0.10 2.05  0.0512
H -3.98 -1.27 2.95  0.0959
H -2.06 -2.01 4.03  0.1412
H -0.97 -0.91 3.13  0.1048
H 0.34 -2.77 3.56  0.0883
H -0.09 -2.84 1.81  0.1239
H -1.81 -4.51 2.65  0.0780
H 0.78 -5.33 3.85  0.1173
H 0.46 -5.56 2.08  0.1174
H -1.29 -6.70 4.37  0.1480
H -0.08 -7.62 3.36  0.1234
H -3.19 -7.83 1.36  0.1066
H -3.26 -7.96 3.18  0.0862
H -2.00 -8.87 2.25  0.0836


The computed energies, referenced to the most stable structure and given in kJ/mol, are entry A 976.0; entry B 0.0.